This record from the Open Molecules 2025 dataset describes C6H3N in the gas phase at a distorted geometry. The level of theory is ωB97M-V with the def2-TZVPD basis set.

```
10
Properties=species:S:1:pos:R:3:forces:R:3:nbo_charge:R:1
C -0.423383 0.091058 0.907410 -3.817 -3.315 3.060 -0.24
C -0.751973 -1.165111 0.480391 -1.145 0.628 1.932 -0.02
C 0.484771 0.837336 0.223237 2.143 3.559 -1.568 -0.06
C 0.329551 -2.141105 -1.592654 -0.522 0.724 1.011 0.34
C 1.642380 1.675425 0.343732 -0.079 -0.107 -0.333 -0.05
C 0.814623 1.662008 -0.790061 -1.038 0.026 -1.423 -0.16
N -0.149493 -1.605269 -0.654056 0.684 -1.627 -1.810 -0.58
H -0.921894 0.472919 1.901055 1.287 -0.630 -2.133 0.27
H -1.478076 -1.908097 1.003133 1.498 1.630 -0.964 0.24
H 0.453493 2.080834 -1.822188 0.989 -0.888 2.228 0.25
```
Forces are in eV/Å.

Calculated values
Total energy ... -7754.0659 eV
Orbital gap ... 8.6 eV


This record from the Open Molecules 2025 dataset describes 6 unconnected molecules or ions with the total composition C32H67F10IN3O10S at a distorted geometry. The level of theory is ωB97M-V with the def2-TZVPD basis set.

```
124
Properties=species:S:1:pos:R:3:forces:R:3:mulliken_charge:R:1
C -4.966682 3.972038 1.286452 -0.274 -0.451 -0.495 -1.17
C -5.547094 2.586770 0.934528 0.824 -0.128 1.146 0.60
O -6.353441 2.115993 2.023332 -0.241 0.020 -0.430 -0.62
C -4.440203 1.547334 0.662832 -0.264 0.233 -0.473 -0.25
N -4.484729 1.098328 -0.720444 0.217 -0.140 -0.286 -0.39
C -3.407743 0.182987 -1.067708 -0.213 0.157 0.638 -0.16
C -3.827631 -1.199409 -0.590499 -0.373 0.175 -0.967 -0.78
O -2.713805 -2.082410 -0.333854 -0.107 0.036 0.363 -0.35
C -2.333019 -2.203325 0.957742 0.648 0.499 -1.693 -0.18
O -3.202385 -3.158445 1.614468 -0.373 -0.121 0.691 -0.27
C -3.976071 -2.659892 2.526556 -2.123 2.109 2.557 0.85
N -4.617546 -2.111220 3.362789 2.118 -2.034 -2.625 -0.67
C -0.906477 -2.708154 0.845011 0.065 0.101 -0.257 -1.75
N -0.239432 -3.035193 2.139390 0.767 0.721 0.164 1.97
C 1.210000 -2.559603 2.059752 0.518 -0.266 -0.124 -1.70
C 1.956421 -3.005516 0.807562 0.429 -0.294 0.358 -1.13
C 3.074819 -2.038021 0.432582 -0.622 -0.410 -0.311 0.74
F 3.455690 -2.358996 -0.817199 0.205 0.111 -0.240 -0.33
F 2.582290 -0.786373 0.382092 -0.138 0.147 0.090 -0.28
C 4.331200 -2.191693 1.352126 0.800 -0.093 -0.265 0.37
F 4.001648 -2.819893 2.497827 -0.291 0.394 -0.048 -0.28
F 5.187482 -3.005665 0.717372 -0.245 0.254 0.183 -0.28
S 5.242002 -0.565469 1.774091 1.192 -0.434 0.663 1.55
F 5.536163 -1.090458 3.232589 -0.075 -0.117 0.296 -0.32
F 3.900029 0.070579 2.289918 -0.553 0.096 0.064 -0.29
F 5.008948 -0.031817 0.321180 -0.311 0.095 -0.429 -0.28
F 6.623704 -1.166286 1.320695 0.113 -0.177 -0.210 -0.31
F 5.980417 0.770029 2.136810 -0.073 0.326 -0.024 -0.28
C -0.157266 -4.465809 2.622794 -0.092 -0.698 -0.020 -0.69
C -1.276605 -5.480580 2.511433 -0.515 -0.019 0.184 -0.79
C -2.460205 -5.361222 3.476209 0.000 -0.244 -0.283 -1.18
I -1.869916 -6.023665 0.518612 0.073 -0.101 0.031 0.12
C -0.901956 -2.179964 3.186182 -1.103 -0.144 0.104 0.09
F -0.066694 -1.952489 4.209959 0.564 -0.009 0.204 -0.45
C -1.458513 -0.847703 2.691492 -0.142 0.890 0.129 -1.01
O -0.467047 0.059628 2.384378 0.562 -0.444 -0.347 -0.44
O -2.333070 -0.982084 1.588212 -0.318 -0.338 0.580 0.30
H -5.346263 4.698911 0.581418 -0.113 0.399 0.108 0.15
H -3.885159 3.995760 1.265046 0.299 -0.047 -0.128 0.38
H -5.270559 4.208478 2.295650 -0.226 0.368 0.181 0.35
H -6.217944 2.629998 0.090928 -0.152 0.062 -0.283 -0.01
H -5.776169 2.088584 2.786576 -0.004 -0.022 0.371 0.37
H -3.442737 1.931745 0.906455 0.127 0.194 0.103 0.19
H -4.622487 0.716696 1.333835 -0.073 -0.374 0.027 0.07
H -4.421165 1.894122 -1.340019 -0.164 0.133 -0.038 0.28
H -2.466006 0.470696 -0.592737 0.277 0.014 0.044 0.17
H -3.283815 0.193130 -2.140731 0.121 -0.031 -0.293 0.20
H -4.532311 -1.117412 0.226159 0.165 -0.149 0.522 0.39
H -4.371299 -1.657200 -1.403030 -0.130 -0.378 -0.121 0.39
H -0.792259 -3.462350 0.088671 -0.200 -0.668 0.188 0.98
H -0.400527 -1.843651 0.436911 0.234 0.326 0.103 0.35
H 1.270734 -1.488519 2.202770 -0.489 0.221 -0.197 0.66
H 1.706713 -3.005366 2.904151 0.019 -0.034 0.383 0.63
H 2.442060 -3.954068 1.003774 0.016 -0.339 -0.108 0.75
H 1.384495 -3.144102 -0.099703 -0.324 0.222 -0.084 0.46
H 0.718505 -4.921447 2.185906 0.224 0.174 -0.564 0.44
H 0.088672 -4.392337 3.676762 -0.033 0.265 0.315 0.41
H -0.784158 -6.389252 2.817480 0.489 -0.224 -0.054 0.82
H -3.375653 -5.091650 2.979089 -0.239 0.365 0.018 0.22
H -2.244175 -4.706245 4.313268 -0.040 0.272 0.109 0.36
H -2.653426 -6.334735 3.903121 -0.020 -0.310 0.119 0.44
H -1.745492 -2.731302 3.584293 -0.140 -0.350 -0.087 0.44
H -2.054344 -0.470469 3.515456 -0.240 -0.051 0.239 0.69
H -0.584260 0.877622 2.867452 -0.085 0.267 0.077 0.39
C 8.550092 1.649898 -0.281875 0.067 -0.208 -0.138 -0.81
C 9.719898 2.227005 0.501024 -0.381 0.365 -0.186 0.29
C 9.236208 3.252489 1.514472 0.145 0.055 0.146 -1.03
O 10.664860 2.813639 -0.389887 0.152 -0.216 0.144 -0.56
H 8.036012 2.435075 -0.843926 -0.014 0.064 0.093 0.33
H 8.898160 0.912742 -1.006034 0.026 -0.028 0.036 0.36
H 7.829397 1.172117 0.381468 -0.016 0.013 0.008 -0.04
H 10.248626 1.425302 1.017145 0.106 0.004 -0.061 0.30
H 8.739475 4.086999 1.010970 -0.076 -0.061 -0.042 0.20
H 10.074536 3.668480 2.073166 0.016 -0.053 0.024 0.35
H 8.533071 2.806586 2.220797 -0.013 0.022 0.000 0.26
H 10.224391 3.528111 -0.859798 -0.014 0.060 -0.036 0.35
C -7.646705 3.932177 -3.012540 0.124 -0.101 0.060 -1.10
C -8.314673 4.351385 -1.711194 -0.033 0.294 -0.353 0.50
C -9.614795 5.096425 -1.967265 -0.060 0.002 0.145 -1.46
O -7.425256 5.164289 -0.942002 0.075 -0.258 0.175 -0.50
H -7.397400 4.810252 -3.614377 -0.086 0.025 -0.017 0.33
H -6.715534 3.399539 -2.811115 -0.026 -0.039 0.022 0.17
H -8.297345 3.284369 -3.601005 -0.007 0.011 -0.013 0.39
H -8.514622 3.468116 -1.103210 0.070 0.033 0.108 0.30
H -9.425706 6.010032 -2.537297 0.024 -0.042 -0.078 0.37
H -10.078378 5.389684 -1.025704 -0.003 -0.044 0.013 0.36
H -10.320635 4.481319 -2.526347 0.002 0.010 -0.018 0.37
H -7.232836 5.956418 -1.453308 -0.027 0.067 -0.031 0.32
C -2.259771 2.784827 -5.575865 0.032 0.043 0.169 -1.34
C -2.401799 1.291535 -5.325749 -0.229 0.210 -0.400 0.56
C -2.444091 0.509523 -6.629123 0.019 -0.161 0.073 -1.36
O -3.581150 1.031555 -4.558249 0.196 -0.107 0.284 -0.49
H -3.114177 3.159413 -6.145317 0.021 -0.044 -0.079 0.34
H -2.232494 3.331053 -4.632453 0.038 -0.017 0.008 0.32
H -1.349977 3.008431 -6.133573 -0.010 0.005 -0.021 0.39
H -1.565431 0.942588 -4.718045 -0.065 -0.043 0.106 0.26
H -3.303946 0.815494 -7.230345 0.033 0.084 -0.020 0.35
H -2.547704 -0.557877 -6.432654 0.035 0.000 0.017 0.34
H -1.539336 0.669397 -7.216249 -0.010 0.017 -0.016 0.39
H -4.337587 1.330606 -5.072304 -0.062 0.007 -0.033 0.30
C 5.915489 6.114039 1.501248 -0.071 0.124 -0.063 -1.03
C 5.079439 5.782822 2.727940 0.292 -0.383 -0.207 0.33
C 5.841002 4.897350 3.702196 -0.077 0.011 0.141 -0.86
O 3.866359 5.138711 2.331105 -0.167 0.206 0.141 -0.53
H 6.181710 5.200290 0.961376 0.054 -0.042 0.080 0.13
H 5.351920 6.744027 0.813092 -0.002 0.040 0.037 0.32
H 6.835136 6.632513 1.775497 0.012 -0.019 -0.006 0.37
H 4.784111 6.705106 3.228020 -0.144 -0.014 -0.014 0.29
H 6.105571 3.946064 3.230390 0.063 0.047 -0.080 -0.01
H 5.224099 4.667320 4.571199 0.000 0.055 0.017 0.31
H 6.758308 5.378776 4.043208 0.015 -0.020 -0.010 0.37
H 4.107450 4.321587 1.884952 0.040 -0.049 -0.050 0.32
C 0.496021 -7.000172 -3.656410 -0.149 0.080 0.080 -1.34
C 1.457513 -6.548096 -2.568342 0.150 -0.424 -0.301 0.73
C 2.900592 -6.590880 -3.046887 0.059 0.118 0.133 -1.34
O 1.299556 -7.361246 -1.402924 -0.085 0.328 0.174 -0.50
H 0.704917 -8.033149 -3.944459 0.080 0.016 -0.037 0.35
H -0.533661 -6.964465 -3.298416 0.003 0.036 0.001 0.28
H 0.577448 -6.372274 -4.544124 0.012 -0.018 -0.015 0.38
H 1.205712 -5.530520 -2.260216 -0.037 -0.012 0.118 0.05
H 3.182567 -7.611329 -3.316606 -0.054 -0.007 -0.072 0.37
H 3.577490 -6.264918 -2.256337 -0.010 0.032 -0.004 0.31
H 3.049073 -5.951445 -3.917580 0.002 -0.020 -0.016 0.38
H 1.514544 -8.267072 -1.646363 0.018 -0.066 -0.009 0.33
```
Forces are in eV/Å.

Calculated values
Total charge ... +1
Total energy ... -105315.4107 eV
Orbital gap ... 8.8 eV